[1]
Entry from the OMol25 dataset: a single C4H5NO3 molecule at a distorted geometry (wB97M-V/def2-TZVPD).

Structure (XYZ):
```
13
Properties=species:S:1:pos:R:3:mulliken_charge:R:1
C -0.0171 -0.7441 0.5729 -0.238
C -0.5820 0.6499 -1.0470 0.639
C 0.7151 0.9126 -0.7198 -0.788
C 1.1001 -0.1380 0.2436 0.816
H -0.7509 -2.4008 1.9397 0.257
H -1.4787 -0.6323 2.2411 0.262
H -2.4698 0.5530 -1.6712 0.369
H 1.6056 1.5090 -1.1662 0.273
H 2.3114 -0.5429 1.6295 0.391
N -0.6631 -1.3001 1.8768 -0.558
O -0.9767 -0.2276 -0.2877 -0.303
O -1.7170 1.2593 -1.5639 -0.548
O 2.4596 -0.2151 0.5505 -0.570
```

## Properties
**Highest occupied orbital energy**: -8.351 eV
**Molar mass**: 115.088 g/mol
**SMILES string**: Nc1oc(O)cc1O
**Kohn-Sham gap**: 8.82 eV
**LUMO**: 0.5 eV
**DFT total energy**: -435.74509 hartree

[2]
Entry from the OMol25 dataset: a molecular structure, C28H49N2O2P3Rh at a distorted geometry (wB97M-V/def2-TZVPD).

Structure (XYZ):
```
85
Properties=species:S:1:pos:R:3:lowdin_spin:R:1
Rh -0.9273 -0.2244 -2.9161 1.583
P -1.9870 -1.3634 -1.3134 0.139
P 1.1302 -0.0593 0.6973 0.298
P 0.9310 -1.6590 -3.0769 0.182
H -2.0898 2.0208 -3.4449 0.013
C -1.8975 1.1051 -4.0122 0.154
C -2.7616 -0.0261 -3.7527 0.056
H -3.6308 0.1739 -3.1009 0.007
C -2.6941 -0.1238 -0.1724 0.026
C -1.3621 -2.6162 -0.1448 0.034
C -3.3450 -2.3375 -2.0643 0.012
C 2.5492 1.0607 1.0897 0.045
C 0.3598 0.0169 2.3712 0.053
C 2.0307 -1.6605 0.8213 0.038
C 0.8836 -1.9051 -4.8849 0.047
C 0.9964 -3.4032 -2.4892 0.019
C 2.6662 -1.1470 -2.7819 0.038
H -1.4302 1.2546 -4.9969 0.023
H -2.9780 -0.7147 -4.5861 0.013
H -2.3545 0.8866 -0.4260 0.004
H -2.3733 -0.3366 0.8538 0.001
H -3.7874 -0.1719 -0.2251 0.003
H -1.0089 -2.1464 0.7774 0.002
H -0.5553 -3.2160 -0.5646 0.001
H -2.1975 -3.2897 0.0911 0.005
H -3.9115 -1.7739 -2.8109 0.000
H -4.0231 -2.6555 -1.2657 0.004
H -2.9176 -3.2130 -2.5680 0.000
H 3.1215 0.6760 1.9437 0.010
H 2.1638 2.0607 1.3216 0.000
H 3.1896 1.1408 0.2031 0.000
H 1.1130 -0.1046 3.1674 0.010
H -0.4172 -0.7547 2.4788 0.000
H -0.1144 1.0053 2.4970 0.001
H 3.0467 -1.5446 0.4281 0.001
H 1.5062 -2.4045 0.2118 0.002
H 2.0645 -2.0025 1.8628 0.006
H 1.2502 -2.9071 -5.1350 0.008
H 1.5188 -1.1595 -5.3749 0.001
H -0.1485 -1.7891 -5.2313 0.008
H 1.3789 -4.0285 -3.3070 0.004
H 0.0015 -3.7746 -2.2285 0.001
H 1.6730 -3.5115 -1.6315 0.000
H 3.2917 -1.5253 -3.6026 0.006
H 3.0439 -1.5563 -1.8374 0.001
H 2.7491 -0.0571 -2.7458 0.001
C 0.4461 3.3391 -0.8488 0.015
C 1.8019 3.7244 -0.8452 0.010
C 2.6583 3.1780 -1.8008 0.008
C 2.1707 2.2716 -2.7489 0.017
C 0.7863 1.9829 -2.7955 0.045
C -0.0797 2.5541 -1.8819 0.016
O -0.4755 3.7990 0.0339 0.005
H -0.3247 3.5763 0.9582 0.000
H 2.1434 4.5085 -0.1647 0.000
H 3.7143 3.4669 -1.8070 0.000
H 2.8156 1.8527 -3.5257 0.001
H 0.3692 1.3548 -3.6251 0.025
H -1.1712 2.4456 -1.8647 0.003
C -3.5017 1.7747 6.4411 0.026
N -3.1924 2.0818 5.0606 0.235
N -1.9203 2.3525 4.6689 0.145
C -1.9357 2.8330 3.3562 0.051
O -0.8878 3.0031 2.6839 0.313
C -3.3293 2.9914 3.0558 0.135
C -4.0552 2.5182 4.1146 -0.021
C -5.5188 2.4200 4.3083 -0.010
C -0.7791 1.8087 5.3241 0.017
C -0.8054 0.5095 5.8360 0.022
C 0.3545 -0.0281 6.3951 0.002
C 1.5351 0.7209 6.3980 0.035
C 1.5603 2.0118 5.8627 -0.003
C 0.4016 2.5624 5.3266 0.027
H -4.5873 1.8070 6.5493 0.000
H -3.0624 2.4983 7.1412 0.011
H -3.1721 0.7701 6.7169 0.009
H -3.6925 3.3869 2.1294 0.006
H -5.8247 1.4321 4.6710 -0.002
H -5.9038 3.1740 5.0071 -0.003
H -6.0086 2.5894 3.3445 0.000
H -1.7168 -0.0882 5.7663 0.001
H 0.3214 -1.0312 6.8214 0.000
H 2.4411 0.3004 6.8291 0.001
H 2.4716 2.6028 5.8575 -0.001
H 0.3798 3.5585 4.8900 0.000
```

## Properties
**Highest occupied orbital energy (spin up / spin down)**: -15.022 / -15.868 eV
**Molar mass**: 641.540 g/mol
**Multiplicity**: 5
**Kohn-Sham gap (spin up / spin down)**: 7.66 / 4.02 eV
**LUMO (spin up / spin down)**: -7.4 / -11.9 eV
**DFT total energy**: -2489.80614 hartree
**Total charge**: +3

Question: Look up the molar mass of the first one.
Answer: 115.088 g/mol